Entry 1:
ORCA calculation (ωB97M-V with the def2-TZVPD basis set) on an isolated ion of composition C17H28BrN2O3 and charge +1.

Results
Net charge ... +1
HOMO energy ... -11.3 eV
Structure (SMILES) ... CCN1CC[NH+](C[C@H](O)COCCOc2ccc(Br)cc2)CC1
HOMO-LUMO gap ... 9.4 eV
Largest force on an atom ... 1.0 eV Å⁻¹
Calculated total energy ... -97241.864 eV

The geometry in XYZ format:
```
51
Properties=species:S:1:pos:R:3:forces:R:3
C -0.2801 4.6200 1.2994 -0.2 0.0 -0.2
H -0.2799 3.8819 2.0982 0.0 -0.1 0.1
H 0.7401 4.7935 0.9645 0.1 0.0 0.0
C -1.1886 4.1966 0.1418 0.1 0.1 0.2
N -0.8660 2.9637 -0.5439 0.0 0.0 -0.1
C -1.1069 1.7130 0.1164 0.2 -0.1 0.1
C 0.1293 1.1405 0.8359 -0.9 0.1 0.3
N 1.2443 1.0413 -0.1282 -0.1 -0.3 -0.4
C 2.4180 0.3073 0.3808 0.5 -0.5 0.2
H 3.2921 0.9562 0.4022 -0.1 0.1 0.0
H 2.2129 -0.0427 1.3921 -0.1 0.2 -0.1
C 2.6768 -0.9339 -0.5407 0.3 -0.2 0.4
O 1.6367 -1.0359 -1.4823 -0.3 -0.2 -0.3
H 1.0618 -1.8007 -1.2645 0.0 0.1 0.0
C 2.7587 -2.1964 0.3215 0.0 0.3 -0.1
O 1.5361 -2.2702 1.0391 0.2 0.2 -0.1
C 1.0046 -3.5598 1.2553 -0.3 -0.1 -0.1
H 0.2158 -3.3980 1.9925 0.1 -0.1 0.0
H 1.7526 -4.2383 1.6792 -0.1 0.0 0.0
C 0.4289 -4.1689 -0.0430 0.4 0.0 0.4
O -0.1090 -3.1710 -0.8894 -0.2 0.1 -0.2
C -1.3341 -2.6098 -0.6249 -0.2 0.3 -0.1
C -2.1585 -2.9347 0.4436 0.3 -0.2 -0.1
C -3.3544 -2.2586 0.6215 -0.2 0.2 -0.1
C -3.7295 -1.2673 -0.2679 -0.2 0.2 0.1
C -2.9309 -0.9624 -1.3613 -0.2 -0.1 0.1
C -1.7351 -1.6283 -1.5332 0.1 -0.2 0.1
H -1.1042 -1.4148 -2.3825 0.1 0.0 -0.1
H -3.2475 -0.2135 -2.0703 0.0 0.1 -0.1
Br -5.3398 -0.2898 0.0191 0.3 -0.2 -0.1
H -3.9915 -2.5075 1.4552 -0.1 0.0 0.1
H -1.8963 -3.7120 1.1424 0.1 -0.1 0.1
H 1.2205 -4.6284 -0.6408 -0.1 0.0 0.1
H -0.3080 -4.9399 0.1958 0.0 0.0 0.0
H 2.9047 -3.0679 -0.3218 0.0 0.0 0.0
H 3.6036 -2.1296 1.0182 0.0 0.0 -0.1
H 3.6117 -0.8000 -1.0949 -0.1 0.0 0.1
C 1.5500 2.3725 -0.6900 -0.1 0.7 -0.5
C 0.2904 2.9176 -1.3914 0.1 0.0 0.1
H 0.4979 3.9151 -1.7776 0.1 0.0 -0.1
H 0.0694 2.2629 -2.2456 0.1 0.0 -0.1
H 2.3634 2.2783 -1.4104 0.0 -0.1 0.1
H 1.8604 3.0287 0.1251 0.0 -0.1 0.0
H 0.9344 0.4172 -0.9253 0.0 0.3 0.4
H -0.0936 0.1448 1.2226 0.2 0.0 -0.1
H 0.4420 1.7873 1.6576 0.1 -0.1 -0.1
H -1.9180 1.8311 0.8345 0.0 -0.1 0.0
H -1.4275 0.9791 -0.6351 0.0 0.0 0.2
H -2.2112 4.0930 0.5114 0.0 0.1 -0.1
H -1.1929 4.9862 -0.6132 -0.1 0.0 0.0
H -0.6536 5.5525 1.7127 0.0 0.1 0.1
```
Forces are in eV/Å.

=====

Entry 2:
ORCA calculation (ωB97M-V with the def2-TZVPD basis set) on C17H28CdN6O3PS3 as an isolated structure.

Results
Net charge ... +1
HOMO energy ... -10.4 eV
HOMO-LUMO gap ... 7.8 eV
Largest force on an atom ... 0.6 eV Å⁻¹
Calculated total energy ... -79515.305 eV

The geometry in XYZ format:
```
59
Properties=species:S:1:pos:R:3:forces:R:3
Cd 0.0490 1.0709 -0.2178 0.6 0.0 0.3
C 3.3403 2.5958 -2.5215 0.0 0.1 0.1
C 3.9853 2.2081 -1.1917 -0.1 0.0 -0.1
S 2.8908 1.4730 0.0669 -0.1 0.0 0.0
C 2.7116 2.7752 1.3124 0.0 0.0 -0.1
C 1.9361 4.0114 0.8816 -0.1 -0.1 0.0
S 0.2091 3.6435 0.4561 -0.1 -0.1 -0.1
C -0.0153 4.3696 -1.1940 0.0 0.0 0.0
C 0.6852 3.6966 -2.3696 0.1 0.1 0.1
S 2.4375 4.1684 -2.5648 0.0 0.0 0.0
H 2.6955 1.8031 -2.8999 0.0 0.0 0.0
H 4.1400 2.7317 -3.2508 0.0 -0.1 0.0
H 4.4853 3.0620 -0.7349 0.0 0.0 0.0
H 4.7400 1.4423 -1.3757 0.0 0.0 0.0
H 3.7123 3.0575 1.6395 0.0 0.0 0.0
H 2.2212 2.2800 2.1528 0.0 0.0 0.0
H 2.3974 4.4867 0.0210 0.1 0.0 0.0
H 1.9096 4.7223 1.7064 0.0 0.0 0.0
H 0.2625 5.4207 -1.1199 0.0 0.0 0.0
H -1.0953 4.3189 -1.3352 0.0 0.0 0.0
H 0.1735 3.9881 -3.2846 0.0 0.0 0.0
H 0.6313 2.6125 -2.3118 -0.1 -0.1 0.0
O -1.6068 1.5906 -1.5355 0.0 0.1 -0.3
N -2.5500 0.8453 -0.9963 0.1 0.0 0.0
C -3.3845 1.4866 -0.2493 -0.5 0.0 0.3
C -3.2981 2.9107 -0.0498 0.0 -0.1 0.0
N -3.1946 4.0472 0.0873 0.0 -0.1 0.0
C -4.3231 0.6942 0.5062 0.1 0.2 -0.1
N -5.0077 0.0440 1.1619 0.0 0.0 0.0
C 0.8746 -4.5845 -0.4103 -0.1 0.1 0.0
N 0.1271 -4.2504 0.8937 0.0 0.1 0.0
C -1.3837 -4.4195 0.6335 0.0 0.1 -0.1
N -1.7965 -3.6465 -0.4790 0.0 0.0 0.0
C -1.0262 -3.9974 -1.6700 0.0 0.1 0.1
N 0.4044 -3.7815 -1.4737 0.0 0.0 0.0
C 0.6891 -2.3482 -1.2488 -0.1 0.0 0.1
P -0.1729 -1.5140 0.2563 -0.2 -0.2 -0.2
C 0.4494 -2.8746 1.3981 0.1 0.2 0.0
C -1.8471 -2.2043 -0.2133 0.1 -0.1 0.1
H 0.6873 -5.6412 -0.5978 0.0 0.0 0.0
H 1.9325 -4.4195 -0.2134 0.0 0.0 0.0
H 0.4004 -4.9265 1.6069 0.0 0.0 0.0
H -1.8965 -4.1178 1.5449 0.0 0.0 0.0
H -1.5304 -5.4831 0.4496 0.0 0.0 0.0
H -1.3683 -3.3878 -2.5027 0.0 0.0 0.0
H -1.1999 -5.0477 -1.9088 0.0 0.0 0.0
H 0.3904 -1.7907 -2.1425 0.0 0.0 0.0
H 1.7711 -2.2180 -1.1416 0.0 0.0 0.0
H -0.0001 -2.7704 2.3816 0.0 0.0 0.1
H 1.5333 -2.7975 1.4902 0.0 -0.1 0.0
H -2.1925 -1.6834 -1.1020 0.0 0.0 -0.1
H -2.5730 -2.0100 0.5755 0.0 0.0 0.0
C -2.3332 -0.2965 3.9128 0.0 -0.1 -0.1
O -1.6432 -1.1358 2.9424 0.0 0.0 0.1
C -1.0036 -0.5521 1.9396 0.0 0.1 -0.1
O -0.9296 0.6764 1.8603 -0.1 0.0 0.1
H -2.3355 -0.8512 4.8444 0.0 0.0 0.0
H -3.3485 -0.1331 3.5603 0.0 0.0 0.0
H -1.8172 0.6501 4.0250 0.0 0.0 0.0
```
Forces are in eV/Å.

=====

Which value of net charge does entry 2 give?
+1

=====

Which formula does entry 2 have?
C17H28CdN6O3PS3

=====

Number 1 is which compound?
C17H28BrN2O3

=====

Among the records above, which one has the highest calculated total energy?
C17H28CdN6O3PS3